# C33H77N11O11

11 unconnected molecules or ions with the total composition C33H77N11O11 in a non-equilibrium geometry (ωB97M-V/def2-TZVPD, the OMol25 dataset).

## Properties
- E (eV) = -74388.266
- relative energy (zero: lowest compared OMol25 entry of this formula, charge and spin) (kcal per mole) = 29.6
- net charge = 0
- spin multiplicity = 1
- LUMO (hartree) = 0.013

Each line ends with the Löwdin charge.
Cartesian coordinates (Å):
C 1.70 3.06 3.88  -0.07
N 1.93 4.30 4.64  0.01
C 2.13 4.33 5.99  -0.48
C 2.35 5.72 6.63  0.00
O 2.17 3.26 6.67  -0.01
H 2.13 3.25 2.87  0.08
H 0.65 2.90 3.63  0.05
H 2.32 2.21 4.13  0.09
H 1.97 5.14 4.10  0.12
H 3.40 5.87 6.86  0.08
H 1.75 5.77 7.53  0.08
H 2.02 6.51 5.94  0.07
C 2.47 0.97 -3.81  -0.06
N 3.53 0.07 -3.34  0.04
C 4.27 0.36 -2.25  -0.58
C 5.32 -0.66 -1.87  0.00
O 4.10 1.35 -1.58  0.04
H 2.32 1.76 -3.09  0.05
H 1.55 0.40 -3.97  0.06
H 2.77 1.36 -4.79  0.09
H 3.50 -0.89 -3.68  0.08
H 5.06 -1.18 -0.94  0.07
H 6.31 -0.22 -1.80  0.08
H 5.37 -1.50 -2.58  0.08
C -5.07 -1.27 1.51  -0.10
N -4.23 -1.62 2.64  0.01
C -3.34 -2.67 2.68  -0.57
C -2.69 -3.09 1.40  0.00
O -3.07 -3.22 3.70  0.08
H -6.09 -1.08 1.87  0.08
H -5.13 -2.05 0.77  0.08
H -4.75 -0.34 1.04  0.07
H -4.64 -1.43 3.55  0.12
H -1.63 -2.84 1.45  0.06
H -3.07 -2.53 0.54  0.06
H -2.83 -4.15 1.22  0.09
C -0.85 -6.93 -4.32  -0.06
N -1.33 -5.97 -3.31  0.02
C -1.87 -4.77 -3.65  -0.53
C -2.06 -3.80 -2.50  -0.01
O -2.15 -4.46 -4.83  -0.02
H 0.03 -7.46 -3.98  0.07
H -0.54 -6.40 -5.23  0.07
H -1.66 -7.62 -4.57  0.08
H -0.94 -6.03 -2.38  0.12
H -1.09 -3.60 -2.00  0.06
H -2.78 -4.11 -1.74  0.08
H -2.37 -2.79 -2.79  0.08
C 0.59 -2.04 3.43  -0.06
N 0.94 -1.36 4.68  0.02
C 0.04 -0.58 5.37  -0.49
C 0.59 0.06 6.62  0.01
O -1.15 -0.42 4.99  -0.02
H 0.92 -3.09 3.50  0.09
H 1.12 -1.58 2.59  0.07
H -0.46 -2.06 3.23  0.05
H 1.90 -1.37 4.94  0.12
H 1.37 -0.54 7.10  0.08
H -0.22 0.24 7.32  0.08
H 1.04 1.02 6.34  0.06
C -1.71 5.64 0.10  -0.11
N -2.28 4.63 -0.65  -0.01
C -3.59 4.31 -0.52  -0.55
C -4.03 3.04 -1.24  0.01
O -4.41 5.05 -0.03  0.05
H -2.37 6.50 0.18  0.09
H -0.84 6.06 -0.42  0.08
H -1.43 5.27 1.08  0.09
H -1.72 4.27 -1.43  0.08
H -3.17 2.46 -1.59  0.05
H -4.78 3.25 -1.98  0.08
H -4.49 2.41 -0.47  0.07
C 3.11 -4.28 -6.93  -0.04
N 1.98 -3.76 -6.14  0.04
C 2.15 -2.97 -5.09  -0.59
C 0.91 -2.48 -4.44  0.01
O 3.23 -2.66 -4.66  0.02
H 3.98 -4.30 -6.29  0.08
H 3.32 -3.63 -7.78  0.08
H 2.88 -5.29 -7.23  0.08
H 1.05 -4.02 -6.41  0.13
H 1.00 -2.50 -3.36  0.06
H 0.07 -3.14 -4.67  0.07
H 0.65 -1.50 -4.85  0.09
C 2.74 -3.08 -0.01  -0.08
N 3.18 -4.15 -0.85  0.01
C 2.44 -4.73 -1.83  -0.50
C 3.22 -5.53 -2.84  0.01
O 1.21 -4.59 -1.94  0.01
H 3.33 -3.07 0.90  0.09
H 1.70 -3.25 0.27  0.08
H 2.75 -2.09 -0.48  0.08
H 4.13 -4.44 -0.76  0.13
H 2.57 -6.24 -3.34  0.07
H 4.04 -6.12 -2.41  0.08
H 3.63 -4.85 -3.58  0.07
C 1.61 4.14 -1.21  -0.05
N 1.43 3.85 -2.60  0.01
C 0.26 3.48 -3.13  -0.55
C 0.20 3.39 -4.64  0.01
O -0.71 3.16 -2.47  0.01
H 0.89 3.60 -0.60  0.08
H 1.28 5.18 -1.04  0.08
H 2.64 3.99 -0.92  0.09
H 2.23 3.91 -3.18  0.13
H -0.67 4.00 -4.91  0.09
H -0.03 2.39 -4.99  0.08
H 1.09 3.74 -5.14  0.08
C -4.06 1.66 4.00  -0.10
N -2.83 2.28 4.35  0.01
C -2.64 3.50 4.97  -0.55
C -3.74 4.54 4.94  0.00
O -1.62 3.74 5.53  0.06
H -3.94 1.14 3.05  0.06
H -4.87 2.36 3.85  0.08
H -4.41 0.98 4.78  0.09
H -2.17 1.59 4.72  0.10
H -3.41 5.36 5.57  0.08
H -4.68 4.18 5.38  0.08
H -4.00 4.89 3.94  0.08
C -0.58 1.16 1.91  -0.06
N -0.72 1.13 0.46  0.03
C -0.43 -0.03 -0.21  -0.46
C -0.37 -0.05 -1.75  0.01
O -0.25 -1.11 0.41  -0.01
H 0.47 1.12 2.20  0.08
H -1.17 0.39 2.40  0.07
H -0.96 2.12 2.26  0.07
H -1.00 1.93 -0.09  0.10
H -1.25 0.22 -2.34  0.09
H -0.02 -1.03 -2.05  0.05
H 0.34 0.70 -2.12  0.05

---

# C40H49ClGeN3O3PPdTe

A molecular structure, C40H49ClGeN3O3PPdTe in a non-equilibrium geometry (ωB97M-V/def2-TZVPD, the OMol25 dataset).

## Properties
- E (eV) = -141986.434
- relative energy (zero: lowest compared OMol25 entry of this formula, charge and spin) (kcal per mole) = 0.0
- net charge = -2
- spin multiplicity = 3
- expectation value of S² = 2.0359
- LUMO (spin up / spin down) (hartree) = 0.141 / 0.141

Each line ends with the Löwdin spin population.
Cartesian coordinates (Å):
Pd 7.43 13.02 10.75  0.66
Te 7.93 12.53 13.28  0.69
O 8.13 14.91 13.12  0.13
C 8.10 15.65 12.06  0.01
O 7.73 15.24 10.86  0.05
C 8.43 17.10 12.26  0.01
C 8.59 17.91 10.97  0.00
Ge 10.35 18.09 9.96  0.00
C 11.85 17.53 11.16  0.00
C 12.81 16.64 10.74  0.00
C 13.97 16.44 11.49  0.00
C 14.14 17.06 12.73  0.00
C 13.13 17.88 13.18  0.00
C 12.00 18.17 12.37  0.00
C 11.04 19.85 9.43  0.00
C 10.42 21.08 9.62  0.00
C 11.11 22.27 9.31  0.00
C 12.38 22.19 8.79  0.00
C 13.03 20.97 8.63  0.00
C 12.35 19.83 8.96  0.00
C 10.32 16.97 8.35  0.00
C 9.75 15.71 8.34  0.00
C 9.64 15.04 7.14  0.00
C 10.11 15.61 5.94  0.00
C 10.71 16.86 5.95  0.00
C 10.86 17.53 7.15  0.00
H 9.30 17.15 12.92  0.00
H 7.59 17.53 12.80  0.00
H 8.29 18.98 11.12  0.00
H 7.91 17.43 10.23  0.00
H 12.73 16.12 9.78  0.00
H 14.72 15.72 11.14  0.00
H 15.02 16.87 13.34  0.00
H 13.23 18.37 14.16  0.00
H 11.27 18.96 12.68  0.00
H 9.43 21.16 10.08  0.00
H 10.65 23.23 9.43  0.00
H 12.83 23.16 8.52  0.00
H 14.05 20.95 8.25  0.00
H 12.88 18.89 8.87  0.00
H 9.31 15.29 9.26  0.00
H 9.04 14.16 7.11  0.00
H 10.00 15.00 5.03  0.00
H 11.12 17.32 5.04  0.00
H 11.35 18.51 7.21  0.00
O 9.62 12.74 10.13  0.02
P 10.32 11.42 10.60  0.00
N 11.28 11.26 9.24  0.00
C 10.99 11.63 7.82  0.00
C 12.14 11.12 6.87  0.00
C 12.95 10.19 7.75  0.00
C 12.42 10.34 9.22  0.00
N 9.22 10.20 10.91  0.01
C 7.92 10.21 10.26  0.03
C 7.20 8.88 10.54  0.01
C 8.06 8.14 11.57  0.01
C 9.26 9.03 11.83  0.03
N 11.04 11.78 12.02  0.00
C 11.56 10.84 13.04  0.01
C 12.51 11.71 13.91  0.00
C 12.06 13.15 13.64  0.00
C 11.65 13.12 12.20  0.00
H 10.92 12.72 7.72  0.00
H 10.03 11.16 7.52  0.00
H 12.68 11.98 6.43  0.00
H 11.67 10.59 5.98  0.00
H 14.02 10.49 7.76  0.00
H 12.83 9.14 7.46  0.00
H 13.19 10.77 9.86  0.00
H 12.11 9.38 9.65  0.00
H 8.09 10.37 9.16  0.00
H 7.32 11.07 10.69  0.02
H 7.15 8.36 9.60  0.00
H 6.16 9.03 10.85  0.00
H 8.33 7.12 11.28  0.00
H 7.47 8.02 12.49  0.01
H 10.20 8.43 11.68  0.00
H 9.21 9.42 12.84  0.03
H 12.11 10.01 12.60  0.00
H 10.71 10.46 13.60  0.01
H 13.52 11.50 13.54  0.00
H 12.45 11.40 14.97  0.00
H 12.86 13.89 13.71  0.00
H 11.20 13.45 14.27  0.00
H 12.54 13.22 11.54  0.00
H 10.94 13.92 11.93  0.00
Cl 5.98 13.70 4.48  0.02
C 5.25 13.67 6.02  0.08
C 5.14 12.41 6.64  0.01
C 5.05 12.35 8.02  0.05
C 5.25 13.53 8.77  0.03
C 5.47 13.35 10.20  0.01
C 5.18 14.79 8.14  0.04
C 5.10 14.84 6.75  0.00
H 5.14 11.51 6.02  0.00
H 4.76 11.41 8.51  0.00
H 5.04 12.42 10.57  0.00
H 5.20 14.17 10.87  0.00
H 5.18 15.67 8.79  0.00
H 4.93 15.79 6.23  0.00